Formula: C33H44AsN4ORuSSi
Source: OMol25
Level of theory: ωB97M-V/def2-TZVPD

**HOMO-LUMO gap (alpha / beta)**: 8.60 / 6.82 eV
**Expectation value of S²**: 0.7545
**Relative energy (zero: lowest compared OMol25 entry of this formula, charge and spin)**: 2.9 kcal per mole

Geometry as ORCA input:
```
! wB97M-V def2-TZVPD RIJCOSX def2/J DEFGRID3
* xyz 2 2
Ru 0.76365 -0.42507 -0.39343
C 2.73890 -0.45657 -2.50652
C 1.92042 -1.69259 -2.82509
N 1.07497 -2.10366 -1.67599
C -0.22274 -2.67163 -2.09778
C -1.10806 -1.65389 -2.79140
S -1.01359 -0.00957 -2.00766
C -0.03437 0.93524 -3.22745
C 1.20426 1.53435 -2.60339
N 1.95601 0.57328 -1.77727
H 3.57059 -0.72423 -1.84865
H 3.15867 -0.03881 -3.42432
H 1.26318 -1.50367 -3.67089
H 2.58830 -2.50043 -3.12786
H 1.55207 -2.81803 -1.13762
H -0.07243 -3.52942 -2.75979
H -0.71192 -3.01798 -1.19019
H -0.87784 -1.53330 -3.84917
H -2.14748 -1.97018 -2.72616
H 0.20173 0.26994 -4.05463
H -0.67164 1.72788 -3.61637
H 1.84762 1.94058 -3.38850
H 0.92641 2.35219 -1.93875
H 2.62107 1.10738 -1.22389
C -1.36211 2.47039 0.49181
C -0.07435 2.24968 1.22123
C 0.35176 3.06003 2.24534
C 1.56937 2.78216 2.87069
C 2.33062 1.70088 2.49345
C 1.84087 0.89634 1.46298
N 0.68799 1.20327 0.84661
N 2.32647 -0.24206 0.90497
Si 3.83357 -1.04086 1.34039
C 5.24570 0.12426 0.99342
C 3.77367 -1.51797 3.14330
C 4.00065 -2.57408 0.28439
H -1.93167 3.27993 0.94325
H -1.97012 1.56582 0.50503
H -1.17867 2.73322 -0.55184
H -0.25029 3.90321 2.55227
H 1.91258 3.42797 3.66955
H 3.26664 1.46474 2.97904
H 5.09949 1.08822 1.48794
H 5.37412 0.31473 -0.07561
H 6.18946 -0.28937 1.35904
H 4.07122 -0.70402 3.80686
H 4.46419 -2.34601 3.32587
H 2.76568 -1.84330 3.44010
H 3.56520 -2.46807 -0.71543
H 3.53403 -3.43674 0.76072
H 5.05804 -2.81046 0.14173
O -0.35130 -1.48876 0.90455
As -0.67735 -2.61152 2.09965
C -0.12018 -1.89883 3.77266
C -0.03711 -0.51642 3.90230
C 0.34671 0.02578 5.11989
C 0.63465 -0.80814 6.19327
C 0.53457 -2.18747 6.06004
C 0.15161 -2.74015 4.84734
C 0.25099 -4.23725 1.76914
C 1.49859 -4.45735 2.34500
C 2.18614 -5.62737 2.05357
C 1.62885 -6.56435 1.19132
C 0.38052 -6.34240 0.61905
C -0.31660 -5.17836 0.91006
C -2.54880 -2.94749 2.01230
C -3.35190 -2.08628 1.27421
C -4.72166 -2.30243 1.23421
C -5.27650 -3.36913 1.93009
C -4.46819 -4.22566 2.66871
C -3.09724 -4.01749 2.71324
H -0.27381 0.12493 3.06430
H 0.41436 1.09979 5.23240
H 0.93052 -0.38177 7.14269
H 0.75376 -2.83267 6.89989
H 0.08035 -3.81683 4.74453
H 1.92461 -3.73076 3.02595
H 3.15074 -5.81334 2.50742
H 2.16394 -7.47953 0.97422
H -0.05531 -7.08362 -0.03766
H -1.30299 -5.01778 0.49083
H -2.90546 -1.25449 0.74226
H -5.35830 -1.63725 0.66582
H -6.34532 -3.53403 1.89908
H -4.90559 -5.05404 3.20926
H -2.46860 -4.68944 3.28625
*
```

Charge distribution, Löwdin scheme, values in e: Ru 1.1760; C -0.1470; C -0.1560; N -0.1688; C -0.2373; C -0.3831; S 0.9375; C -0.3747; C -0.2249; N -0.1856; H 0.1033; H 0.1405; H 0.1040; H 0.1430; H 0.1085; H 0.1412; H 0.0948; H 0.0851; H 0.0927; H 0.0798; H 0.0974; H 0.1391; H 0.1194; H 0.1255; C -0.0200; C -0.3109; C -0.0182; C -0.0349; C -0.0109; C -0.4483; N -0.0114; N -0.1361; Si 0.4162; C -0.1586; C -0.1470; C -0.1402; H 0.0931; H 0.0692; H 0.0715; H 0.1229; H 0.1255; H 0.1050; H 0.0298; H 0.0306; H 0.0481; H 0.0386; H 0.0476; H 0.0101; H -0.0039; H 0.0152; H 0.0540; O -0.5886; As 1.2610; C -0.3084; C -0.0865; C -0.0543; C -0.0447; C -0.0502; C -0.0971; C -0.3059; C -0.1069; C -0.0590; C -0.0450; C -0.0544; C -0.0982; C -0.3112; C -0.0915; C -0.0587; C -0.0483; C -0.0513; C -0.0870; H 0.0897; H 0.1095; H 0.1179; H 0.1180; H 0.1100; H 0.0818; H 0.1197; H 0.1187; H 0.1163; H 0.1074; H 0.0878; H 0.1136; H 0.1180; H 0.1178; H 0.1130

***

Formula: C33H44BN2O3P
Source: OMol25
Level of theory: ωB97M-V/def2-TZVPD

**HOMO-LUMO gap**: 8.47 eV
**Structure (SMILES)**: C#CCP(N)(CC)(CCCC(=O)O)B(N)O.c1ccccc1.c1ccccc1.c1ccccc1.c1ccccc1

Geometry as ORCA input:
```
! wB97M-V def2-TZVPD RIJCOSX def2/J DEFGRID3
* xyz 0 1
C -1.10355 -0.38690 1.58742
C -0.11716 -0.10508 0.60341
C 0.96002 -0.01311 -0.62878
P 0.20425 0.35104 -2.34406
N -1.27868 0.90275 -1.51445
C -0.85066 -1.03807 -3.21295
C -0.90185 -2.43532 -2.34325
C 1.70995 -0.33481 -3.30067
C 3.16228 0.26267 -2.83919
C 4.04808 -0.71188 -1.86534
C 4.10831 -2.28622 -2.31602
O 4.02902 -3.20273 -1.31138
O 4.18831 -2.80806 -3.68915
B 0.23450 2.04698 -3.25650
N 0.95530 3.30347 -2.74880
O -0.51999 2.20865 -4.54632
H -2.01816 -0.63771 2.30838
H 1.53868 -1.05637 -0.66724
H 1.77538 0.80868 -0.36577
H -1.66369 1.74403 -2.03709
H -2.00464 0.15364 -1.43495
H -1.95418 -0.66879 -3.45334
H -0.39492 -1.33549 -4.27567
H -2.01045 -2.52995 -1.92141
H -0.18345 -2.44904 -1.41416
H -0.62003 -3.38808 -3.00505
H 1.61951 -1.50110 -3.29537
H 1.55837 -0.00327 -4.43743
H 3.76815 0.62479 -3.78120
H 2.94010 1.25014 -2.20779
H 3.76297 -0.64905 -0.71768
H 5.16987 -0.30806 -1.92419
H 3.30762 -3.29224 -3.85795
H 1.46038 3.12447 -1.85170
H 1.60849 3.61311 -3.50546
H -0.76754 1.26177 -4.83400
C -4.21670 2.56177 4.81618
C -3.52432 1.85236 3.83531
C -3.32959 2.41415 2.57385
C -3.81922 3.69074 2.29621
C -4.50835 4.40165 3.27834
C -4.71115 3.83603 4.53687
H -4.37123 2.12222 5.79810
H -3.13684 0.86041 4.05393
H -2.79590 1.85841 1.80767
H -3.66331 4.13070 1.31476
H -4.88844 5.39715 3.06232
H -5.25285 4.38793 5.30000
C -4.01237 3.04194 -6.83145
C -4.52228 2.22357 -7.83894
C -4.75849 0.87224 -7.58810
C -4.49378 0.34100 -6.32548
C -3.98739 1.16028 -5.31689
C -3.74243 2.50958 -5.57052
H -3.82519 4.09429 -7.02833
H -4.73499 2.63914 -8.82075
H -5.14949 0.23337 -8.37530
H -4.68241 -0.71099 -6.12837
H -3.78269 0.74647 -4.33251
H -3.34274 3.14630 -4.78616
C 1.14106 -0.03097 5.04729
C 1.55017 -1.07717 5.87364
C 0.65831 -1.63191 6.79107
C -0.64697 -1.14646 6.87526
C -1.05715 -0.10275 6.04623
C -0.16248 0.45820 5.13527
H 1.83743 0.40339 4.33480
H 2.56525 -1.45997 5.80318
H 0.97939 -2.44258 7.43948
H -1.34360 -1.58193 7.58673
H -2.07489 0.27435 6.11083
H -0.48075 1.27498 4.49343
C 4.02097 -3.52307 4.70243
C 3.71736 -3.46311 3.34265
C 4.74271 -3.37387 2.40164
C 6.07341 -3.35454 2.82042
C 6.37709 -3.41830 4.18006
C 5.35136 -3.49816 5.12157
H 3.22148 -3.58917 5.43570
H 2.68067 -3.48512 3.01605
H 4.50557 -3.32040 1.34257
H 6.87277 -3.28994 2.08697
H 7.41422 -3.40487 4.50615
H 5.58814 -3.54225 6.18099
*
```

Charge distribution, Löwdin scheme, values in e: C 0.0417; C -0.1207; C -0.2729; P 0.7247; N -0.2014; C -0.3354; C -0.1563; C -0.3355; C -0.2211; C -0.1161; C -0.2693; O -0.0544; O -0.0195; B -0.5290; N 0.0976; O -0.0066; H 0.0630; H 0.0971; H 0.1019; H 0.0505; H 0.0458; H 0.0794; H 0.0920; H 0.0880; H 0.0649; H 0.0886; H 0.0826; H 0.1105; H 0.1237; H 0.0946; H 0.1230; H 0.1387; H 0.1369; H 0.0614; H 0.0866; H 0.0970; C -0.0954; C -0.1067; C -0.0910; C -0.0916; C -0.0975; C -0.0974; H 0.0986; H 0.0747; H 0.0766; H 0.1007; H 0.0997; H 0.0993; C -0.0897; C -0.0958; C -0.0980; C -0.0971; C -0.1061; C -0.0981; H 0.1019; H 0.1003; H 0.0995; H 0.0993; H 0.0872; H 0.1005; C -0.0864; C -0.0953; C -0.0954; C -0.0966; C -0.1012; C -0.1029; H 0.1023; H 0.0803; H 0.0990; H 0.0990; H 0.0853; H 0.0939; C -0.1129; C -0.0886; C -0.0873; C -0.0949; C -0.1006; C -0.0975; H 0.0895; H 0.1037; H 0.0834; H 0.0998; H 0.0984; H 0.0990